[1]
Formula: C3H4N2O
Source: the OMol25 dataset
Level of theory: ωB97M-V/def2-TZVPD

The geometry in XYZ format:
```
10
Properties=species:S:1:pos:R:3:forces:R:3
H 1.1749 0.2073 -1.8449 0.3 -0.1 0.0
O 0.0742 -0.9538 -0.7267 -0.2 0.0 0.0
H -2.1573 0.4287 1.3475 0.0 -0.2 -0.1
C -0.4674 -0.2147 0.3106 -0.3 0.1 0.0
N 0.5506 0.5260 0.9430 0.2 0.0 -0.3
H -2.4367 -0.6940 -0.1462 0.0 0.1 0.2
H 2.4534 1.0200 0.2192 0.0 -0.1 0.0
C -1.7738 -0.1654 0.5287 0.0 0.0 0.0
N 1.3253 -0.3532 -1.0003 0.2 0.1 0.0
C 1.5202 0.4793 0.1174 -0.2 0.1 0.2
```
Positions in Å, forces in eV/Å.

Summary:
Net charge ... 0
SMILES ... C=C1N=CNO1
E ... -8200.8853 eV
Energy relative to the best compared isomer or geometry (same formula, charge and spin) ... 3.000 eV
LUMO ... 0.875 eV
Kohn-Sham gap ... 9.48 eV
2S+1 ... 1

---

[2]
Formula: C3H4N2O
Source: the OMol25 dataset
Level of theory: ωB97M-V/def2-TZVPD

The geometry in XYZ format:
```
10
Properties=species:S:1:pos:R:3:forces:R:3
C -0.0745 1.0244 0.1185 3.4 7.7 -1.2
N -2.0927 -0.1719 -0.0590 2.0 0.4 0.7
C -0.7417 -0.1071 -0.0373 -7.7 -0.6 1.4
N 1.3594 -0.5207 -0.1028 5.8 -2.8 1.2
O 0.1521 -1.0815 0.0380 -1.3 -3.3 -0.2
H 2.1509 1.3333 -0.1402 0.8 1.2 0.0
H -0.4625 2.0306 -0.0782 -0.2 -0.6 0.5
C 1.2499 0.8126 -0.0368 -1.4 -0.9 0.9
H 2.1730 -1.0394 0.5260 -3.1 1.5 -2.1
H -2.5471 0.7966 0.2539 1.9 -2.5 -1.3
```
Positions in Å, forces in eV/Å.

Summary:
Net charge ... 0
SMILES ... [H]/N=c1\cc[nH]o1
E ... -8199.3548 eV
Energy relative to the best compared isomer or geometry (same formula, charge and spin) ... 4.531 eV
LUMO ... 0.457 eV
Kohn-Sham gap ... 8.46 eV
2S+1 ... 1

---

> Number 2 is which compound?

C3H4N2O

---

> Which value of E does entry 1 give?

-8200.8853 eV